No. 1
Below is C49H46N2NiO2SSeSi as an isolated structure in a non-equilibrium geometry, with properties calculated with ωB97M-V with the def2-TZVPD basis set.

Results
- F_max: 0.023 Eh/bohr
- HOMO level (spin up / spin down): -1.70 / -1.74 eV
- 2S+1: 3
- ⟨S²⟩: 2.006
- Charge: -2
- E_LUMO (spin up / spin down): 4.008 / 4.006 eV

The geometry in XYZ format:
```
103
Properties=species:S:1:pos:R:3:forces:R:3
Ni -0.288 -0.080 0.050 -0.2 0.9 -0.8
O 1.353 0.438 -1.048 -0.2 0.0 0.3
C 2.463 -0.325 -1.188 0.1 -0.1 0.0
C 2.459 -1.546 -0.206 0.0 0.0 0.0
C 2.286 -1.185 1.235 0.2 0.1 0.0
C 3.297 -1.448 2.158 -0.1 0.0 -0.1
C 3.145 -1.042 3.468 0.1 -0.1 0.0
C 1.994 -0.376 3.830 -0.2 0.1 -0.1
C 1.001 -0.169 2.875 0.0 0.0 0.2
C -0.239 0.585 3.250 -0.1 0.0 0.0
C -0.416 1.883 2.395 0.2 0.1 0.1
O -0.777 1.608 1.117 0.0 -0.3 -0.1
C -1.508 2.779 3.017 0.0 0.0 -0.1
C -1.569 4.118 2.624 0.0 0.0 0.0
C -2.591 4.948 3.050 0.0 0.0 0.0
C -3.591 4.458 3.887 0.0 0.0 0.0
C -3.545 3.131 4.283 0.0 0.0 0.0
C -2.513 2.303 3.849 0.0 0.0 0.1
C 0.943 2.611 2.480 0.0 0.1 0.1
C 1.387 3.200 3.664 0.0 0.0 0.0
C 2.649 3.771 3.746 0.0 0.0 0.0
C 3.491 3.749 2.638 0.0 0.0 0.0
C 3.053 3.165 1.457 0.0 0.0 0.0
C 1.781 2.604 1.373 0.1 0.0 0.0
N 1.144 -0.590 1.614 -0.1 -0.2 -0.2
C 3.707 0.576 -1.055 0.0 0.0 0.0
C 3.673 1.780 -1.763 0.0 0.0 0.0
C 4.746 2.652 -1.747 0.1 0.0 0.0
C 5.889 2.351 -1.005 -0.1 0.0 0.0
C 5.929 1.169 -0.286 -0.1 0.0 0.0
C 4.847 0.289 -0.318 0.1 0.0 0.0
C 2.534 -0.953 -2.603 0.0 0.0 0.0
C 3.647 -1.658 -3.053 0.0 0.0 0.0
C 3.678 -2.204 -4.328 -0.1 0.0 0.0
C 2.587 -2.042 -5.176 0.0 0.0 0.0
C 1.474 -1.344 -4.730 0.0 0.0 0.0
C 1.444 -0.804 -3.449 0.0 -0.1 -0.1
H 3.364 -2.148 -0.320 -0.1 0.0 0.0
H 1.621 -2.169 -0.539 0.0 0.0 0.0
H 4.188 -1.967 1.832 0.0 0.0 0.0
H 3.925 -1.231 4.197 0.0 0.0 0.0
H 1.843 -0.010 4.837 0.0 0.0 0.0
H -0.166 0.834 4.313 -0.1 0.0 0.0
H -1.125 -0.036 3.100 0.0 0.0 0.0
H -0.801 4.498 1.961 0.0 0.0 0.0
H -2.614 5.982 2.726 0.0 0.0 0.0
H -4.394 5.104 4.221 0.0 0.0 0.0
H -4.323 2.726 4.919 0.0 0.0 0.0
H -2.510 1.269 4.169 0.0 0.0 0.0
H 0.732 3.217 4.530 0.0 0.0 0.0
H 2.979 4.227 4.673 0.0 0.0 0.0
H 4.485 4.177 2.699 0.0 0.0 0.0
H 3.707 3.130 0.593 0.0 0.0 0.1
H 1.434 2.124 0.462 0.1 0.0 0.0
H 2.771 2.011 -2.317 0.0 0.0 0.0
H 4.696 3.576 -2.312 0.0 0.0 0.0
H 6.730 3.034 -0.988 0.0 0.0 0.0
H 6.804 0.922 0.306 0.0 0.0 0.0
H 4.910 -0.633 0.245 0.0 0.0 0.0
H 4.508 -1.778 -2.402 0.0 0.0 0.0
H 4.549 -2.758 -4.660 0.0 0.0 0.0
H 2.606 -2.464 -6.175 0.0 0.0 0.0
H 0.612 -1.228 -5.376 0.0 0.0 0.0
H 0.578 -0.272 -3.075 0.0 0.0 0.0
C -3.348 -4.958 -1.855 0.0 0.0 0.1
Si -1.673 -4.696 -2.700 0.0 0.0 0.0
C -1.964 -3.375 -4.028 0.0 0.1 0.0
C -1.336 -6.289 -3.673 0.0 0.0 0.0
Se -0.057 -4.249 -1.277 0.1 0.0 0.1
H -4.070 -5.457 -2.512 0.0 0.0 0.0
H -3.762 -3.988 -1.566 0.0 0.0 0.0
H -3.226 -5.553 -0.947 0.0 0.0 0.0
H -1.862 -3.806 -5.029 0.0 0.0 0.0
H -1.251 -2.556 -3.929 0.0 0.0 0.0
H -2.965 -2.941 -3.945 0.0 0.0 0.0
H -2.196 -6.567 -4.293 0.0 0.0 0.0
H -1.092 -7.121 -3.009 0.0 0.0 0.0
H -0.478 -6.121 -4.329 0.0 0.0 0.0
S -2.744 -3.083 2.496 -0.1 -0.2 0.1
C -1.585 -2.427 1.393 0.0 -0.5 -0.3
N -1.859 -1.272 0.906 -0.2 0.1 0.6
C -3.085 -0.804 1.395 0.5 0.2 -0.3
C -3.666 0.410 1.032 -0.1 0.2 0.1
C -4.904 0.712 1.559 0.1 0.0 0.1
C -5.545 -0.159 2.453 -0.1 0.1 0.0
C -4.961 -1.347 2.835 0.2 -0.1 0.0
C -3.715 -1.668 2.284 -0.3 0.0 0.2
H -0.775 -3.055 1.021 0.1 0.2 0.2
H -3.120 1.075 0.375 0.0 0.0 0.0
H -5.375 1.650 1.294 0.0 0.0 0.0
H -6.518 0.105 2.850 0.0 0.0 0.0
H -5.454 -2.017 3.528 0.0 0.0 0.0
C -3.297 1.423 -3.552 0.1 0.0 0.1
C -3.512 0.179 -2.974 0.1 0.1 0.0
C -2.629 -0.299 -2.006 0.1 -0.3 0.0
C -1.514 0.413 -1.542 -0.2 0.1 -0.1
C -1.330 1.658 -2.173 0.2 0.0 0.2
C -2.184 2.159 -3.149 -0.1 -0.1 0.0
H -3.980 1.813 -4.300 0.0 0.0 0.0
H -4.367 -0.419 -3.275 0.0 0.0 0.0
H -2.817 -1.297 -1.606 0.0 0.0 0.0
H -0.473 2.258 -1.873 0.0 0.0 0.0
H -1.986 3.126 -3.601 0.0 0.0 0.0
```
Positions in Å, forces in eV/Å.

***

No. 2
Below is a 2-piece molecular cluster, C5H10O2 overall in a non-equilibrium geometry, with properties calculated with ωB97M-V with the def2-TZVPD basis set.

Results
- F_max: 0.039 Eh/bohr
- HOMO level: -8.39 eV
- 2S+1: 1
- Charge: 0
- E_LUMO: 0.763 eV

The geometry in XYZ format:
```
17
Properties=species:S:1:pos:R:3:forces:R:3
C -1.806 -1.212 2.641 -0.5 1.2 0.3
C -1.052 -0.668 1.451 0.1 -1.0 0.0
C 0.250 -0.929 1.295 -0.9 1.0 0.7
C 1.111 -0.542 0.180 -0.5 -1.6 -0.3
C 0.672 0.008 -0.953 1.6 0.2 1.2
O 1.522 0.266 -2.001 -0.8 -0.1 -0.5
H -1.912 -2.291 2.648 0.1 -0.2 -0.1
H -1.361 -0.876 3.579 0.3 -0.3 0.0
H -2.803 -0.767 2.691 -0.1 -0.2 -0.2
H -1.646 -0.214 0.666 0.0 0.1 -0.1
H 0.687 -1.368 2.187 0.5 -0.2 -0.3
H 2.055 -1.081 0.204 0.4 0.6 -0.2
H -0.301 0.450 -0.975 -0.3 0.1 -0.5
H 1.987 -0.548 -2.220 0.2 0.0 0.0
O -0.372 2.591 -2.076 -0.1 0.2 -0.4
H -0.252 1.813 -2.630 0.2 0.1 -0.1
H -0.854 2.259 -1.322 -0.2 0.2 0.3
```
Positions in Å, forces in eV/Å.

***

No. 3
Below is a 2-piece molecular cluster, C2H2Br3ClS overall in a non-equilibrium geometry, with properties calculated with ωB97M-V with the def2-TZVPD basis set.

Results
- F_max: 0.072 Eh/bohr
- HOMO level (spin up / spin down): -8.54 / -8.54 eV
- 2S+1: 1
- Charge: 0
- E_LUMO (spin up / spin down): -0.490 / -0.490 eV

The geometry in XYZ format:
```
9
Properties=species:S:1:pos:R:3:forces:R:3
C 0.595 -1.351 0.471 -2.1 1.2 -2.8
C -0.991 -0.324 -0.840 1.0 -2.2 -0.3
S 0.563 -3.114 0.172 0.8 1.8 -0.2
Cl -0.786 -3.588 1.540 -0.5 -0.4 0.6
Br 2.036 -0.225 -0.099 -0.1 -0.9 0.5
Br -1.721 1.216 -0.049 -0.1 0.0 0.4
Br -2.225 -1.810 -1.206 0.1 0.7 0.2
H -0.026 -0.977 1.267 0.4 -0.1 0.6
H -0.659 -0.037 -1.859 0.4 -0.3 0.9
```
Positions in Å, forces in eV/Å.

***

No. 4
Below is C34H37BaIN5O3P2S as an isolated structure in a non-equilibrium geometry, with properties calculated with ωB97M-V with the def2-TZVPD basis set.

Results
- F_max: 0.268 Eh/bohr
- HOMO level: -9.55 eV
- 2S+1: 1
- Charge: +1
- E_LUMO: -2.846 eV

The geometry in XYZ format:
```
84
Properties=species:S:1:pos:R:3:forces:R:3
Ba 0.362 0.699 -0.308 -5.4 6.1 -11.1
O -0.670 1.311 1.434 -2.7 1.6 4.4
P 0.164 0.357 2.215 -0.7 -0.2 3.9
C 1.885 0.851 1.937 0.8 -0.1 1.3
P 2.802 -0.051 0.647 4.8 0.0 0.8
O 1.981 -0.537 -0.491 5.1 -4.2 -0.9
C 3.898 -1.316 1.306 -0.2 0.0 0.1
C 4.406 -1.345 2.601 -0.1 0.0 0.0
C 5.329 -2.316 2.956 0.1 0.0 0.1
C 5.750 -3.252 2.023 0.0 0.0 0.0
C 5.245 -3.224 0.731 0.0 0.0 0.0
C 4.325 -2.254 0.369 0.0 0.0 0.0
C 3.942 1.248 0.119 -0.3 0.0 0.0
C 3.763 1.874 -1.111 -0.1 -0.1 0.0
C 4.543 2.973 -1.445 0.0 0.0 0.0
C 5.507 3.431 -0.561 0.0 0.0 -0.1
C 5.707 2.789 0.656 0.0 0.0 0.1
C 4.918 1.706 1.003 0.1 0.0 0.0
C 0.199 -1.249 1.476 -0.3 -1.7 1.7
C 1.129 -2.157 1.975 -0.3 -0.1 0.1
C 1.317 -3.375 1.342 0.1 0.0 -0.1
C 0.603 -3.655 0.189 0.1 -0.1 0.1
C -0.377 -2.779 -0.260 -0.2 0.1 0.0
C -0.604 -1.587 0.406 -1.0 -2.0 0.3
C -0.271 0.341 3.946 0.1 -0.2 -0.2
C -0.504 1.584 4.536 0.1 0.0 0.0
C -0.973 1.642 5.836 0.0 0.0 0.0
C -1.221 0.466 6.535 0.0 0.0 0.0
C -1.000 -0.768 5.941 0.0 0.0 0.0
C -0.525 -0.838 4.641 0.1 0.0 0.0
H 2.469 0.707 2.852 0.0 -0.1 0.0
H 1.944 1.930 1.754 -0.1 -0.1 -0.1
H 4.076 -0.631 3.348 0.0 0.0 0.0
H 5.722 -2.335 3.964 0.0 0.0 0.0
H 6.476 -4.004 2.301 0.0 0.0 0.0
H 5.561 -3.957 0.000 0.0 0.0 0.0
H 3.922 -2.231 -0.636 0.0 0.0 0.0
H 3.027 1.508 -1.819 0.0 0.1 0.0
H 4.381 3.466 -2.394 0.0 0.0 0.0
H 6.105 4.296 -0.813 0.0 0.0 0.0
H 6.473 3.134 1.337 0.0 0.0 0.0
H 5.076 1.213 1.955 0.0 0.0 0.0
H 1.690 -1.908 2.867 0.1 -0.1 0.0
H 2.038 -4.082 1.730 0.0 0.0 0.0
H 0.783 -4.583 -0.338 0.0 0.0 0.0
H -0.976 -3.021 -1.127 0.0 0.0 0.0
H -1.463 -0.982 0.138 -0.2 0.1 -0.2
H -0.341 2.491 3.967 0.0 0.0 0.0
H -1.161 2.601 6.299 0.0 0.0 0.0
H -1.598 0.515 7.547 0.0 0.0 0.0
H -1.215 -1.677 6.486 0.0 0.0 0.0
H -0.362 -1.798 4.169 -0.1 0.0 0.0
I -0.070 2.856 -2.435 0.2 1.3 -0.9
N -1.021 -0.379 -2.849 0.2 -0.4 0.3
C -1.514 -0.222 -3.882 0.2 -0.2 0.2
N -2.040 0.024 -5.056 -0.1 0.3 -0.2
C -1.564 1.152 -5.863 -0.2 0.1 -0.1
C -2.782 1.869 -6.426 0.1 0.0 0.1
O -3.598 0.976 -7.163 0.0 0.0 0.0
C -4.086 -0.075 -6.355 0.1 -0.1 0.1
C -2.945 -0.886 -5.748 -0.1 0.0 -0.1
H -0.957 0.767 -6.688 0.1 0.0 0.0
H -0.976 1.822 -5.239 0.0 0.0 0.0
H -2.473 2.654 -7.114 0.0 0.0 0.0
H -3.354 2.311 -5.599 0.0 0.0 0.0
H -4.687 -0.712 -7.002 0.0 0.0 0.0
H -4.719 0.326 -5.551 0.0 0.0 0.0
H -2.400 -1.397 -6.549 0.0 0.0 0.0
H -3.336 -1.624 -5.050 0.0 0.0 0.0
C -6.244 -1.257 0.961 0.1 0.1 0.1
C -5.059 -0.436 1.483 -0.2 0.0 -0.1
C -4.488 0.468 0.441 0.0 0.3 -0.1
N -3.331 0.302 -0.098 -0.1 -0.2 0.2
N -2.995 1.231 -1.037 0.2 0.0 0.1
C -3.915 2.128 -1.208 -0.3 -0.2 0.3
N -3.818 3.129 -2.111 0.0 0.0 -0.2
S -5.325 1.872 -0.196 0.3 -0.1 -0.1
H -6.573 -1.974 1.713 0.0 0.0 0.0
H -5.953 -1.798 0.061 -0.1 0.0 0.0
H -7.087 -0.608 0.721 0.0 0.0 -0.1
H -4.251 -1.099 1.794 0.0 0.0 0.0
H -5.368 0.154 2.349 0.0 0.0 0.0
H -2.888 3.289 -2.481 0.1 0.0 0.1
H -4.443 3.910 -2.057 0.0 0.1 0.0
```
Positions in Å, forces in eV/Å.

***

No. 5
Below is a single C18H20N2O5S2 molecule, with properties calculated with ωB97M-V with the def2-TZVPD basis set.

Results
- F_max: 0.019 Eh/bohr
- HOMO level: -8.57 eV
- 2S+1: 1
- Charge: 0
- E_LUMO: 0.279 eV

The geometry in XYZ format:
```
47
Properties=species:S:1:pos:R:3:forces:R:3
C -6.323 -0.601 -1.691 0.1 -0.1 0.2
C -5.830 -0.579 -0.252 0.1 0.1 -0.1
C -4.508 0.163 -0.108 0.1 -0.1 -0.2
S -3.161 -0.764 -0.942 -0.2 0.1 0.2
C -1.842 0.331 -0.558 -0.1 0.0 0.1
C -0.766 0.451 -1.429 -0.1 0.1 0.2
C 0.285 1.297 -1.128 0.1 0.0 -0.1
C 0.247 2.019 0.050 0.4 0.3 0.1
S 1.632 3.045 0.531 -0.2 -0.2 0.3
O 1.179 4.075 1.415 -0.1 -0.2 0.2
O 2.386 3.403 -0.629 0.0 -0.3 -0.1
N 2.529 2.003 1.493 -0.3 0.9 -0.2
C 2.843 0.722 1.028 0.2 -0.9 -0.3
C 3.384 0.593 -0.248 0.2 -0.1 -0.3
C 3.690 -0.670 -0.729 -0.1 0.1 0.2
O 4.208 -0.918 -1.960 -0.1 -0.2 0.3
C 4.503 0.178 -2.796 0.1 0.2 -0.1
C 3.469 -1.801 0.062 0.0 -0.2 0.0
C 2.946 -1.661 1.336 0.0 0.2 -0.1
O 2.698 -2.690 2.189 0.0 0.4 0.0
C 3.010 -3.999 1.770 0.0 -0.2 -0.1
C 2.622 -0.391 1.818 0.0 0.2 0.1
C -0.805 1.904 0.934 -0.2 0.0 0.0
C -1.869 1.058 0.641 0.4 0.0 -0.4
N -2.895 0.894 1.563 0.3 0.2 0.5
C -4.142 0.384 1.349 -0.1 0.0 -0.2
O -4.901 0.184 2.268 -0.2 0.0 0.1
H -7.268 -1.133 -1.754 -0.1 0.0 -0.1
H -6.473 0.411 -2.062 0.0 0.1 -0.1
H -5.603 -1.102 -2.334 0.0 0.0 -0.2
H -6.561 -0.083 0.391 0.1 -0.1 0.0
H -5.704 -1.598 0.118 0.0 0.0 0.1
H -4.557 1.140 -0.603 0.0 0.0 0.1
H -0.767 -0.129 -2.338 0.0 0.0 -0.1
H 1.119 1.420 -1.796 0.1 0.0 -0.1
H 2.216 2.040 2.451 -0.1 0.1 0.1
H 3.553 1.488 -0.820 0.1 0.0 -0.1
H 5.240 0.844 -2.339 0.0 0.0 0.0
H 4.917 -0.251 -3.707 0.0 0.1 0.1
H 3.605 0.753 -3.041 0.0 0.0 0.0
H 3.727 -2.758 -0.356 0.0 -0.1 0.0
H 2.744 -4.645 2.605 0.0 0.0 -0.1
H 2.429 -4.286 0.888 0.0 0.0 0.0
H 4.077 -4.106 1.554 0.0 0.0 0.0
H 2.213 -0.301 2.812 -0.1 0.0 0.1
H -0.793 2.487 1.842 -0.1 0.1 0.2
H -2.702 1.181 2.515 -0.1 -0.1 -0.1
```
Positions in Å, forces in eV/Å.

***

No. 6
Below is a single C5H10O molecule in a non-equilibrium geometry, with properties calculated with ωB97M-V with the def2-TZVPD basis set.

Results
- F_max: 0.074 Eh/bohr
- HOMO level: -9.39 eV
- 2S+1: 1
- Charge: 0
- E_LUMO: 1.092 eV

The geometry in XYZ format:
```
16
Properties=species:S:1:pos:R:3:forces:R:3
C 2.131 0.196 0.108 0.0 0.0 0.0
C 0.853 -0.187 -0.637 0.0 0.1 -0.1
C -0.336 -0.222 0.284 -0.7 0.6 -1.5
O -0.323 -1.256 1.227 -1.2 -0.6 -0.9
C -1.219 0.925 0.452 -0.1 0.7 0.1
C -1.803 -0.223 -0.357 0.1 0.8 -0.4
H 2.988 0.205 -0.572 -0.1 0.0 0.1
H 2.331 -0.526 0.907 0.0 0.1 -0.1
H 2.046 1.190 0.559 0.0 -0.1 -0.1
H 0.970 -1.184 -1.078 0.0 0.2 0.0
H 0.639 0.522 -1.443 0.1 -0.1 0.0
H -1.060 -1.471 0.524 1.0 -2.3 2.8
H -1.670 1.069 1.426 0.1 0.1 -0.1
H -0.969 1.814 -0.106 0.0 0.3 0.1
H -2.685 -0.668 0.141 0.9 -0.2 -0.2
H -1.894 -0.184 -1.435 0.0 0.4 0.0
```
Positions in Å, forces in eV/Å.

***

Calculated energy above the lowest of the compared OMol25 structures with the same formula, charge and spin (kJ/mol), listed in the same order as above: 26.1 272.6 256.8 733.5 30.4 261.2
Calculated E (Eh), listed in the same order as above: -6752.38160 -346.92160 -8657.71695 -3221.19201 -1980.00893 -271.65314